Density functional theory data (the ωB97M-V functional and the def2-TZVPD basis) for an isolated ion of composition C2FO4 and charge -1 in a non-equilibrium geometry.

```
7
Properties=species:S:1:pos:R:3:nbo_charge:R:1
C 1.088 -0.131 0.000 0.730
C -0.486 0.257 0.070 0.654
O 1.660 0.422 -0.922 -0.726
O 1.429 -0.862 0.909 -0.716
O -1.405 0.048 -0.971 -0.304
O -1.348 -0.955 0.052 -0.312
F -0.938 1.220 0.862 -0.327
```

## Properties
SMILES: O=C([O-])C1(F)OO1
Total charge: -1
Energy relative to the best compared isomer or geometry (same formula, charge and spin), kcal per mole: 0.0
Gap between HOMO and LUMO, eV: 9.342
HOMO energy, eV: -5.0

***

Density functional theory data (the ωB97M-V functional and the def2-TZVPD basis) for an isolated ion of composition C2FO4 and charge -1 in a non-equilibrium geometry.

```
7
Properties=species:S:1:pos:R:3:nbo_charge:R:1
C -1.211 0.018 0.051 0.781
C 0.575 -0.085 -0.032 0.599
O -1.621 0.995 0.640 -0.710
O -1.753 -0.902 -0.524 -0.711
O 1.475 0.717 -0.714 -0.298
O 1.548 0.644 0.713 -0.297
F 0.987 -1.387 -0.134 -0.364
```

## Properties
SMILES: O=C([O-])C1(F)OO1
Total charge: -1
Energy relative to the best compared isomer or geometry (same formula, charge and spin), kcal per mole: 1.2
Gap between HOMO and LUMO, eV: 9.480
HOMO energy, eV: -5.2

***

Density functional theory data (the ωB97M-V functional and the def2-TZVPD basis) for C2H10BInO2 as an isolated structure in a non-equilibrium geometry.

```
16
Properties=species:S:1:pos:R:3:nbo_charge:R:1
In -1.926 -0.631 1.363 1.448
B -1.383 2.431 1.506 -0.476
H -0.757 3.211 2.129 0.297
H -1.679 2.911 0.504 0.142
H -0.577 1.594 1.316 0.136
H -2.340 2.109 2.038 0.091
C 0.904 -0.451 -1.375 -0.097
C 1.171 -1.874 -0.862 -0.090
O -0.128 -2.424 -0.617 -0.719
O 0.264 0.267 -0.328 -0.679
H 0.268 -0.449 -2.262 0.235
H 1.862 0.051 -1.511 0.223
H 1.713 -1.723 0.075 0.187
H 1.783 -2.478 -1.535 0.264
H -0.114 -3.386 -0.512 0.524
H 0.939 0.842 0.071 0.514
```

## Properties
Total charge: +2
Energy relative to the best compared isomer or geometry (same formula, charge and spin), kcal per mole: 40.9
Gap between HOMO and LUMO, eV: 3.887
HOMO energy, eV: -18.9

***

Density functional theory data (the ωB97M-V functional and the def2-TZVPD basis) for C2H10F3N2Ni as an isolated structure in a non-equilibrium geometry.

```
18
Properties=species:S:1:pos:R:3:lowdin_spin:R:1
C -1.796 -0.072 -1.135 0.096
Ni -0.137 0.253 -0.291 1.532
N 1.540 -0.153 1.018 0.041
N 0.971 -0.790 -1.695 0.051
H 1.391 -1.036 1.528 0.008
H 0.461 1.740 -0.486 0.082
H -2.292 0.767 -0.621 0.007
H -2.111 -1.092 -0.975 0.027
H -1.452 0.289 -2.113 0.015
H 1.302 -1.692 -1.371 0.010
H 1.790 -0.207 -1.926 0.009
H 0.469 -0.941 -2.575 0.003
H 2.451 -0.176 0.590 0.005
H 1.544 0.584 1.750 0.003
F -2.275 0.721 1.813 0.005
C -0.929 0.557 1.680 0.074
F -0.341 1.706 2.231 0.014
F -0.585 -0.457 2.578 0.018
```

## Properties
Spin multiplicity: 3
Total charge: -1
Energy relative to the best compared isomer or geometry (same formula, charge and spin), kcal per mole: 0.0
Gap between HOMO and LUMO (alpha / beta), eV: 4.865 / 6.523
HOMO energy (alpha / beta), eV: -1.3 / -3.1

***

Density functional theory data (the ωB97M-V functional and the def2-TZVPD basis) for C2H10F6Li2NO9S2 as an isolated structure in a non-equilibrium geometry.

```
32
Properties=species:S:1:pos:R:3:nbo_charge:R:1
Li -1.432 -0.855 -0.974 0.922
Li 1.142 -0.563 -0.004 0.868
C -2.627 -0.230 2.052 0.771
F -2.807 -1.516 1.875 -0.300
F -3.385 0.500 1.254 -0.299
F -2.919 0.126 3.285 -0.284
S -0.764 0.190 1.811 2.115
O -0.448 1.168 2.806 -0.836
O -0.115 -1.082 2.052 -0.960
N -0.684 0.565 0.129 -1.323
S -0.575 2.179 0.212 2.173
O -1.708 2.841 0.830 -0.882
O 0.732 2.639 0.621 -0.916
C -0.737 2.687 -1.575 0.742
F -1.956 2.460 -1.998 -0.297
F -0.471 3.959 -1.641 -0.278
F 0.131 2.057 -2.372 -0.344
O -1.151 -2.658 -0.117 -1.002
H -1.602 -3.425 0.258 0.516
H -0.222 -2.921 -0.193 0.502
O 2.356 0.688 -1.157 -0.981
H 3.151 0.274 -1.518 0.490
H 2.523 1.639 -1.206 0.515
O -0.240 -0.697 -2.506 -0.993
H 0.086 0.098 -2.955 0.525
H 0.254 -1.427 -2.894 0.495
O 1.663 -2.434 -0.665 -0.987
H 1.913 -2.828 -1.511 0.507
H 2.208 -2.897 -0.007 0.517
O 2.408 -0.220 1.679 -0.982
H 2.866 0.552 2.037 0.509
H 2.410 -0.868 2.395 0.497
```

## Properties
Total charge: +1
Gap between HOMO and LUMO, eV: 9.754
HOMO energy, eV: -13.6

***

Density functional theory data (the ωB97M-V functional and the def2-TZVPD basis) for C2H10F6MgNO9S2 as an isolated structure in a non-equilibrium geometry.

```
31
Properties=species:S:1:pos:R:3:nbo_charge:R:1
Mg 1.820 0.114 -0.259 1.848
C -3.023 2.027 1.665 0.771
F -3.496 2.101 2.925 -0.303
F -4.083 2.274 0.893 -0.291
F -2.101 2.901 1.444 -0.296
S -2.433 0.247 1.501 2.068
O -1.470 0.076 2.622 -0.941
O -3.645 -0.518 1.709 -0.852
N -1.480 0.097 0.018 -1.193
S -2.573 -0.248 -1.072 2.142
O -3.801 0.531 -1.042 -0.871
O -1.877 -0.238 -2.355 -0.956
C -2.991 -2.204 -0.826 0.762
F -4.079 -2.592 -0.168 -0.297
F -3.089 -2.780 -2.076 -0.314
F -2.061 -2.777 0.019 -0.343
O 1.852 2.795 1.554 -0.982
H 1.957 3.603 1.052 0.490
H 1.965 3.062 2.466 0.505
O 2.070 1.838 -2.742 -0.996
H 2.203 2.773 -2.900 0.507
H 1.527 1.546 -3.474 0.506
O 1.803 -2.550 -2.514 -0.977
H 1.783 -3.500 -2.398 0.496
H 1.916 -2.426 -3.456 0.491
O 2.317 -2.113 1.746 -0.990
H 2.952 -2.804 1.555 0.497
H 2.224 -2.129 2.699 0.510
O 4.956 0.261 0.244 -0.986
H 5.051 -0.001 1.160 0.489
H 5.806 0.634 0.011 0.508
```

## Properties
Total charge: +1
Energy relative to the best compared isomer or geometry (same formula, charge and spin), kcal per mole: 197.7
Gap between HOMO and LUMO, eV: 4.866
HOMO energy, eV: -12.7